# 1
Below is a molecular structure, C3H3LiO4 at a distorted geometry, with properties calculated with wB97M-V/def2-TZVPD.

Computed properties:
Calculated total energy (eV): -11555.42073
HOMO (eV): -8.952
Relative energy (zero: lowest compared OMol25 entry of this formula, charge and spin) (kcal/mol): 1.3
Largest force on an atom (Eh/bohr): 0.060

Structure (XYZ):
```
11
C3H3LiO4, DFT wB97M-V/def2-TZVPD
H -2.913 1.269 0.176
O -1.941 -1.308 -0.878
C -1.961 0.783 0.385
C -1.687 -0.374 -0.217
H -1.324 1.114 1.205
O 1.518 1.113 -0.500
C 1.755 -0.168 -0.228
O 0.795 -0.928 0.120
O 2.930 -0.584 -0.301
Li 2.245 -2.232 0.528
H 0.582 1.316 -0.289
```

# 2
Below is 2 unconnected molecules or ions with the total composition C10H19BO2 at a distorted geometry, with properties calculated with wB97M-V/def2-TZVPD.

Computed properties:
Calculated total energy (eV): -15445.66194
HOMO (spin up / spin down) (eV): -6.342 / -9.613
Multiplicity: 3
Largest force on an atom (Eh/bohr): 0.085

Structure (XYZ):
```
32
C10H19BO2, DFT wB97M-V/def2-TZVPD
B 2.194 0.288 -0.488
C -1.438 0.110 0.198
C -0.912 1.003 -0.636
C 3.064 -1.461 0.716
C 3.644 -1.313 -0.742
C -1.319 -2.274 0.174
C -3.631 -1.254 0.327
C 0.492 3.221 -1.181
C -0.172 2.519 1.216
C -2.214 -1.073 -0.280
C -0.110 2.118 -0.229
O 2.036 -0.531 0.606
O 3.071 -0.165 -1.351
H -1.627 0.169 1.264
H -0.892 0.821 -1.728
H 2.794 -2.457 0.993
H 3.710 -1.010 1.503
H 4.715 -1.368 -0.758
H 3.332 -2.159 -1.231
H -1.725 -2.464 1.171
H -0.211 -2.011 0.256
H -1.482 -3.283 -0.362
H -3.948 -2.252 -0.097
H -3.819 -1.259 1.464
H -4.325 -0.513 -0.082
H 1.522 3.071 -1.104
H 0.175 4.147 -0.773
H 0.139 2.976 -2.129
H 0.429 1.710 1.719
H 0.174 3.519 1.413
H -1.204 2.296 1.502
H -2.462 -1.117 -1.353
```

# 3
Below is a molecular structure, C4H10O3 at a distorted geometry, with properties calculated with wB97M-V/def2-TZVPD.

Computed properties:
Calculated total energy (eV): -10449.49296
HOMO (eV): 0.555
Relative energy (zero: lowest compared OMol25 entry of this formula, charge and spin) (kcal/mol): 12.5
Net charge: -2
Largest force on an atom (Eh/bohr): 0.047

Structure (XYZ):
```
17
C4H10O3, DFT wB97M-V/def2-TZVPD
C 0.508 2.226 -1.026
O 1.323 2.931 -1.866
C 1.137 0.964 -0.368
C 0.057 0.025 0.253
C 0.589 -1.401 0.417
O -0.160 -2.183 1.314
H 0.055 2.852 -0.220
H -0.391 1.814 -1.563
H 1.801 1.256 0.443
H 1.708 0.441 -1.139
H -0.145 0.412 1.249
H -0.721 0.016 -0.493
H 1.651 -1.359 0.708
H 0.574 -1.968 -0.537
H -2.918 -2.138 0.260
H -1.428 -2.079 1.241
O -2.591 -2.113 1.162
```

# 4
Below is 11 unconnected molecules or ions with the total composition C53H132N7O17 at a distorted geometry, with properties calculated with wB97M-V/def2-TZVPD.

Computed properties:
Calculated total energy (eV): -102325.70848
HOMO (eV): -1.693
Net charge: -1
Largest force on an atom (Eh/bohr): 0.060

Structure (XYZ):
```
209
C53H132N7O17, DFT wB97M-V/def2-TZVPD
C -0.324 19.279 -3.301
C -1.128 17.997 -3.601
C -0.689 17.464 -4.958
C -1.378 16.101 -5.187
C -0.822 15.148 -4.144
C -1.016 15.629 -2.676
N -0.849 17.039 -2.501
O -1.226 17.498 -1.231
C -0.043 14.882 -1.757
C -2.460 15.129 -2.317
C -2.596 18.382 -3.604
H 0.692 19.118 -2.947
H -0.885 19.993 -2.705
H -0.145 19.755 -4.279
H 0.397 17.379 -5.043
H -0.979 18.201 -5.715
H -1.236 15.792 -6.228
H -2.465 16.164 -5.070
H 0.242 15.072 -4.406
H -1.260 14.159 -4.289
H -0.046 13.821 -2.001
H -0.145 15.180 -0.709
H 0.938 15.371 -1.855
H -3.228 15.786 -2.734
H -2.630 15.054 -1.243
H -2.770 14.142 -2.690
H -2.865 19.131 -4.364
H -2.797 18.960 -2.694
H -3.317 17.570 -3.570
C 2.966 17.496 -2.674
C 2.724 18.400 -1.436
O 1.669 17.858 -0.676
H 2.316 17.803 -3.491
H 2.936 16.442 -2.416
H 3.975 17.691 -3.061
H 2.611 19.474 -1.638
H 3.639 18.387 -0.830
H 0.951 17.727 -1.331
C -3.634 21.602 -0.153
C -2.151 21.215 -0.130
O -1.855 20.495 1.080
H -3.996 22.251 0.642
H -4.193 20.670 -0.217
H -3.726 22.143 -1.102
H -1.512 22.105 -0.128
H -1.869 20.541 -0.935
H -2.228 21.013 1.799
C -2.294 10.783 -0.881
C -2.514 11.389 0.490
O -2.529 12.800 0.454
H -2.286 9.689 -0.873
H -1.348 11.088 -1.336
H -3.066 11.108 -1.582
H -1.773 11.126 1.250
H -3.439 10.903 0.844
H -3.270 12.994 -0.157
C -6.528 14.442 0.607
C -6.473 13.432 -0.501
O -5.124 13.261 -0.962
H -5.886 15.291 0.367
H -6.080 14.022 1.511
H -7.487 14.877 0.886
H -7.088 13.709 -1.364
H -6.831 12.434 -0.227
H -5.132 12.830 -1.835
C -3.878 13.790 -7.081
O -4.135 13.025 -5.921
C -5.501 12.731 -5.705
C -5.653 12.856 -4.161
N -5.196 11.661 -3.430
C -5.971 10.455 -3.531
C -5.401 9.232 -2.837
O -4.213 8.879 -3.599
C -3.911 7.507 -3.532
H -4.407 13.536 -8.005
H -2.828 13.897 -7.344
H -4.190 14.815 -6.841
H -5.635 11.672 -5.960
H -6.194 13.347 -6.283
H -6.730 12.846 -3.931
H -5.306 13.803 -3.755
H -4.277 11.448 -3.817
H -6.108 10.132 -4.574
H -7.002 10.597 -3.188
H -6.057 8.361 -2.865
H -4.971 9.395 -1.845
H -4.310 6.926 -4.370
H -4.347 7.033 -2.645
H -2.840 7.324 -3.450
C 2.766 26.504 -7.386
O 3.406 25.860 -6.316
C 2.689 24.760 -5.816
C 3.717 23.782 -5.191
N 3.102 22.485 -4.984
C 4.144 21.506 -4.699
C 3.716 20.067 -4.760
O 3.205 19.895 -6.084
C 3.045 18.597 -6.563
H 1.670 26.495 -7.361
H 3.011 26.107 -8.375
H 2.984 27.573 -7.427
H 2.200 24.142 -6.579
H 1.972 25.031 -5.037
H 3.995 24.328 -4.286
H 4.541 23.792 -5.916
H 2.542 22.298 -5.804
H 4.635 21.720 -3.748
H 4.934 21.618 -5.459
H 2.816 19.969 -4.138
H 4.477 19.309 -4.570
H 3.954 18.011 -6.372
H 2.668 18.591 -7.584
H 2.255 18.050 -6.022
C 1.364 21.186 0.365
O 1.662 20.137 1.256
C 2.881 20.365 1.927
C 2.973 19.473 3.166
N 2.528 18.105 2.844
C 2.779 17.213 3.992
C 1.903 17.500 5.192
O 0.545 17.347 4.808
C -0.257 17.148 5.932
H 2.269 21.573 -0.120
H 0.920 22.049 0.881
H 0.635 20.843 -0.365
H 2.972 21.421 2.215
H 3.723 20.255 1.229
H 2.284 19.897 3.897
H 3.991 19.406 3.574
H 3.241 17.755 2.204
H 3.828 17.146 4.331
H 2.590 16.200 3.628
H 2.010 18.493 5.644
H 2.211 16.822 6.001
H -1.335 17.261 5.769
H -0.105 17.833 6.776
H -0.181 16.089 6.221
C 2.259 14.173 0.973
O 1.242 14.701 1.786
C 0.411 13.645 2.247
C -0.762 14.089 3.052
N -1.638 14.958 2.253
C -2.868 15.290 2.904
C -3.752 16.074 1.938
O -3.138 17.244 1.476
C -3.881 17.783 0.421
H 2.830 14.903 0.400
H 1.836 13.482 0.236
H 2.967 13.622 1.609
H 1.084 13.051 2.892
H 0.100 13.070 1.366
H -0.541 14.648 3.967
H -1.396 13.268 3.434
H -1.870 14.413 1.420
H -2.704 15.882 3.815
H -3.451 14.432 3.296
H -4.774 16.181 2.324
H -3.799 15.394 1.071
H -3.320 18.557 -0.105
H -4.876 18.154 0.689
H -3.946 17.042 -0.390
C 0.184 17.903 -13.239
O -0.050 18.878 -12.278
C 0.814 19.050 -11.197
C 0.353 20.196 -10.314
N 1.293 20.625 -9.347
C 1.010 21.652 -8.355
C -0.156 21.285 -7.440
O -1.108 22.314 -7.444
C -2.178 21.999 -6.554
H 1.138 18.098 -13.749
H -0.618 17.959 -13.971
H 0.229 16.910 -12.774
H 1.839 19.160 -11.594
H 0.764 18.095 -10.647
H -0.575 19.803 -9.869
H -0.135 20.969 -10.936
H 2.253 20.470 -9.597
H 0.702 22.482 -9.014
H 1.931 22.039 -7.927
H 0.153 20.996 -6.426
H -0.539 20.311 -7.776
H -1.943 22.229 -5.512
H -2.371 20.928 -6.636
H -3.067 22.578 -6.793
C -10.436 22.523 1.767
O -9.547 22.528 0.658
C -9.945 21.657 -0.369
C -8.740 21.379 -1.269
N -7.527 20.903 -0.604
C -7.598 19.449 -0.357
C -7.314 18.691 -1.641
O -6.494 17.587 -1.284
C -6.101 16.767 -2.369
H -11.455 22.420 1.390
H -10.322 23.362 2.447
H -10.171 21.637 2.358
H -10.678 22.149 -1.025
H -10.448 20.774 0.041
H -8.546 22.341 -1.767
H -8.967 20.891 -2.222
H -7.546 21.336 0.314
H -8.537 19.249 0.175
H -6.789 19.222 0.337
H -6.710 19.333 -2.293
H -8.188 18.396 -2.235
H -5.495 15.965 -1.948
H -5.537 17.315 -3.126
H -7.003 16.306 -2.790
```

# 5
Below is 10 unconnected molecules or ions with the total composition C32H73F2NO19S3 at a distorted geometry, with properties calculated with wB97M-V/def2-TZVPD.

Computed properties:
Calculated total energy (eV): -112678.62087
HOMO (eV): -9.385
Structure (SMILES): COCCCCC[C@@]1(S(=O)(=O)F)OC(=O)[C@](F)(CCCCCCOC(C)=O)[C@]1(CCCCS(=O)(=O)O)N=C=S.CO.CO.CO.CO.CO.CO.CO.CO.CO
Largest force on an atom (Eh/bohr): 0.198

Structure (XYZ):
```
130
C32H73F2NO19S3, DFT wB97M-V/def2-TZVPD
C 4.159 -0.925 5.612
O 3.474 -1.085 4.320
C 4.401 -1.426 3.230
C 4.073 -2.847 2.481
C 3.238 -2.720 1.077
C 3.976 -1.771 -0.067
C 3.330 -1.917 -1.566
C 2.747 -0.528 -2.213
S 4.207 0.613 -2.480
O 4.329 1.083 -3.982
O 4.197 1.908 -1.634
F 5.744 -0.154 -2.145
O 2.460 -0.966 -3.620
C 1.422 -0.245 -4.373
O 1.026 -0.353 -5.659
C 0.808 0.738 -3.167
F -0.633 0.728 -3.509
C 1.287 2.260 -3.545
C 0.083 3.280 -3.988
C -0.878 3.799 -2.766
C -0.088 4.430 -1.476
C -1.259 4.701 -0.313
C -1.073 3.692 1.002
O -2.395 3.082 1.354
C -2.211 2.026 2.384
C -3.174 0.677 2.504
O -1.247 2.130 3.329
C 1.300 0.071 -1.726
C 0.301 -1.201 -1.299
C -1.164 -0.720 -0.742
C -2.447 -1.229 -1.634
C -3.385 0.055 -2.033
S -5.184 -0.093 -1.512
O -5.347 -0.914 -0.185
O -5.707 1.388 -1.358
O -6.055 -0.769 -2.814
N 1.359 1.193 -0.712
C 1.634 0.695 0.568
S 1.267 0.169 2.180
H 5.272 -0.569 5.544
H 3.570 -0.074 6.198
H 3.994 -1.913 6.217
H 4.299 -0.556 2.424
H 5.547 -1.410 3.548
H 3.541 -3.572 3.265
H 5.126 -3.361 2.262
H 2.101 -2.435 1.239
H 3.216 -3.815 0.603
H 5.098 -2.175 -0.123
H 4.060 -0.644 0.238
H 2.556 -2.820 -1.576
H 4.215 -2.272 -2.282
H 1.999 2.155 -4.497
H 1.926 2.801 -2.728
H 0.619 4.255 -4.423
H -0.580 2.879 -4.896
H -1.597 4.637 -3.189
H -1.581 2.897 -2.437
H 0.739 3.741 -1.016
H 0.377 5.500 -1.707
H -1.292 5.835 -0.020
H -2.335 4.433 -0.747
H -0.265 2.852 0.747
H -0.773 4.341 1.936
H -3.111 -0.014 1.546
H -4.321 0.951 2.641
H -2.898 0.016 3.455
H 0.781 -1.866 -0.432
H 0.189 -1.836 -2.303
H -1.175 0.458 -0.637
H -1.286 -1.129 0.373
H -1.999 -1.736 -2.615
H -3.006 -2.046 -0.967
H -3.003 1.092 -1.642
H -3.372 0.129 -3.219
H -6.014 -0.082 -3.549
C 7.404 0.808 7.139
O 7.371 -0.261 6.212
H 6.401 0.957 7.546
H 8.092 0.566 7.953
H 7.729 1.721 6.634
H 8.274 -0.369 5.869
C 2.360 -5.359 -3.287
O 2.013 -4.944 -1.979
H 3.344 -4.955 -3.539
H 2.397 -6.450 -3.327
H 1.621 -4.982 -3.999
H 1.136 -5.317 -1.784
C -6.011 3.458 3.125
O -4.690 3.956 3.228
H -6.617 3.888 3.926
H -6.434 3.741 2.158
H -5.999 2.369 3.224
H -4.177 3.558 2.505
C -0.625 5.312 5.719
O -1.781 4.657 5.228
H -0.911 5.961 6.550
H 0.094 4.568 6.071
H -0.182 5.916 4.924
H -1.497 4.089 4.492
C -9.797 -0.570 -2.130
O -9.202 -0.434 -0.852
H -10.883 -0.603 -2.014
H -9.525 0.285 -2.753
H -9.455 -1.498 -2.595
H -8.240 -0.408 -0.987
C -3.518 3.436 -5.772
O -3.282 3.358 -4.378
H -2.750 2.861 -6.295
H -4.501 3.018 -6.001
H -3.470 4.480 -6.093
H -3.979 3.877 -3.941
C 6.136 -5.548 4.680
O 6.432 -4.700 3.586
H 5.318 -5.112 5.258
H 5.834 -6.531 4.310
H 7.019 -5.643 5.318
H 7.161 -5.113 3.093
C -0.318 -3.877 1.396
O -1.151 -2.756 1.630
H 0.339 -3.660 0.550
H 0.287 -4.074 2.284
H -0.935 -4.748 1.161
H -1.722 -2.977 2.385
C -2.721 -3.298 -5.674
O -1.634 -3.536 -4.799
H -3.521 -4.006 -5.447
H -3.088 -2.278 -5.532
H -2.395 -3.439 -6.708
H -0.940 -2.893 -5.024
```

# 6
Below is C2H5N3OS in the gas phase at a distorted geometry, with properties calculated with wB97M-V/def2-TZVPD.

Computed properties:
Calculated total energy (eV): -19505.63277
HOMO (eV): -8.932
Structure (SMILES): [H]/N=C(\NN)OC=S
Relative energy (zero: lowest compared OMol25 entry of this formula, charge and spin) (kcal/mol): 76.5
Largest force on an atom (Eh/bohr): 0.080

Structure (XYZ):
```
12
C2H5N3OS, DFT wB97M-V/def2-TZVPD
C -0.140 -0.329 0.395
C -0.888 -0.744 -1.779
H 0.794 2.601 0.504
H 1.747 1.175 -0.111
H 0.659 0.187 2.146
H -0.915 -1.593 1.774
H -1.640 -1.368 -1.153
N 1.310 1.639 0.684
N 0.470 0.638 1.177
N -0.659 -1.419 0.722
O 0.026 -0.138 -0.950
S -0.763 -0.649 -3.411
```

# 7
Below is a molecular structure, C10H14BClN6O4Sn at a distorted geometry, with properties calculated with wB97M-V/def2-TZVPD.

Computed properties:
Calculated total energy (eV): -46729.07832
HOMO (eV): -15.847
Relative energy (zero: lowest compared OMol25 entry of this formula, charge and spin) (kcal/mol): 64.7
Net charge: +2
Largest force on an atom (Eh/bohr): 0.072

Structure (XYZ):
```
37
C10H14BClN6O4Sn, DFT wB97M-V/def2-TZVPD
C 0.960 1.207 2.712
N 0.714 0.595 1.568
N 1.836 -0.021 1.034
C 2.803 0.237 1.905
C 2.297 0.999 2.960
B 1.910 -0.763 -0.334
N 0.807 -1.850 -0.424
N -0.507 -1.579 -0.088
C -1.216 -2.720 -0.283
C -0.350 -3.715 -0.724
C 0.910 -3.137 -0.798
Sn -0.852 0.399 0.504
N 1.802 0.227 -1.531
N 0.696 1.031 -1.695
C 0.992 1.803 -2.784
C 2.272 1.489 -3.291
C 2.747 0.478 -2.462
H 0.278 2.532 -3.139
H 3.677 -0.081 -2.463
H 2.780 1.925 -4.145
H 2.986 -1.289 -0.369
H 1.877 -3.532 -1.083
H 3.789 -0.144 1.697
H -0.607 -4.747 -0.958
H 2.847 1.363 3.820
H -2.272 -2.728 -0.070
H 0.165 1.716 3.217
H -1.433 0.719 -1.243
C -2.465 0.445 -0.811
H -2.800 -0.534 -1.033
H -2.666 0.231 0.666
H -3.096 1.307 -0.692
O -4.053 1.621 3.488
Cl -4.312 1.663 2.109
O -5.273 0.729 1.647
O -4.444 2.962 1.567
O -2.799 1.165 1.525
```

# 8
Below is a molecular structure, C9H10N2OS at a distorted geometry, with properties calculated with wB97M-V/def2-TZVPD.

Computed properties:
Calculated total energy (eV): -25355.06697
HOMO (eV): -7.867
Relative energy (zero: lowest compared OMol25 entry of this formula, charge and spin) (kcal/mol): 73.4
Largest force on an atom (Eh/bohr): 0.094

Structure (XYZ):
```
23
C9H10N2OS, DFT wB97M-V/def2-TZVPD
C -2.300 -0.518 -0.480
C -2.242 -0.038 0.791
C -1.221 -0.224 -1.418
C -1.334 0.826 1.270
C -0.241 0.670 -0.916
C -0.360 1.238 0.354
C 1.771 -1.472 0.070
C 1.858 -0.591 1.244
C 2.539 -1.081 -0.933
N 2.594 0.431 1.180
N 0.639 2.122 0.682
O 3.113 1.604 -1.090
S 3.471 0.420 -0.271
H -3.063 -1.227 -0.948
H -3.025 -0.219 1.499
H -1.181 -0.495 -2.439
H -1.494 1.306 2.300
H 0.475 1.135 -1.605
H 1.155 -2.355 0.158
H 1.238 -0.717 2.235
H 2.796 -1.726 -1.766
H 0.905 2.738 -0.053
H 0.440 2.589 1.555
```